C16H48AlN6O3P2 as an isolated structure in a non-equilibrium geometry. Source: OMol25; level of theory: ωB97M-V/def2-TZVPD.

```
76
Properties=species:S:1:pos:R:3
C -4.862 4.589 0.309
C -4.913 3.094 0.673
C -4.441 2.230 -0.527
C -2.930 2.062 -0.445
O -2.448 1.182 -1.429
Al -0.645 0.882 -1.165
H -5.281 4.750 -0.685
H -3.837 4.955 0.285
H -5.442 5.141 1.050
H -5.924 2.834 0.988
H -4.196 2.929 1.479
H -4.736 2.772 -1.428
H -4.903 1.243 -0.502
H -2.707 1.618 0.538
H -2.403 3.030 -0.462
H -0.342 1.181 0.406
H 0.142 1.992 -2.025
H -0.261 -0.649 -1.571
O 2.827 2.555 -1.531
P 4.244 2.172 -1.766
N 5.076 3.494 -1.043
C 6.267 4.146 -1.534
C 4.807 3.723 0.369
N 4.250 2.228 -3.500
C 4.821 3.343 -4.221
C 2.964 1.856 -4.096
N 5.573 1.101 -1.752
C 6.059 0.663 -0.447
C 6.244 0.489 -2.884
H 7.095 3.450 -1.744
H 6.639 4.860 -0.798
H 6.067 4.729 -2.433
H 5.458 3.120 1.021
H 3.772 3.474 0.605
H 4.943 4.774 0.630
H 4.336 4.300 -3.974
H 4.718 3.179 -5.297
H 5.895 3.429 -4.043
H 2.241 2.677 -4.078
H 2.516 1.015 -3.570
H 3.122 1.551 -5.136
H 6.912 1.269 -0.115
H 6.372 -0.382 -0.463
H 5.277 0.743 0.308
H 7.024 1.149 -3.280
H 5.559 0.234 -3.685
H 6.726 -0.447 -2.586
O -2.289 -2.121 3.552
P -3.022 -3.206 2.829
N -2.143 -4.586 3.369
C -1.784 -5.744 2.585
C -2.099 -4.803 4.805
N -2.691 -2.758 1.202
C -1.679 -3.444 0.419
C -2.573 -1.311 0.973
N -4.413 -4.072 2.350
C -5.190 -4.729 3.398
C -4.986 -4.172 1.019
H -2.639 -6.208 2.070
H -1.349 -6.514 3.223
H -1.020 -5.507 1.845
H -2.967 -5.374 5.170
H -2.078 -3.850 5.335
H -1.193 -5.341 5.094
H -0.678 -3.371 0.867
H -1.632 -3.008 -0.580
H -1.934 -4.496 0.270
H -1.587 -0.932 1.255
H -3.324 -0.761 1.542
H -2.735 -1.084 -0.082
H -4.917 -5.788 3.491
H -6.262 -4.671 3.202
H -5.023 -4.253 4.365
H -4.515 -4.982 0.454
H -4.894 -3.250 0.456
H -6.058 -4.389 1.077
```

Its LUMO energy is 2.54 eV. Its charge is -1. For the largest force on an atom, the calculation gives 0.1108 Eh/bohr.

Electronic structure analysis, Löwdin charges in units of e: -0.127 -0.264 -0.199 -0.416 -0.374 0.137 0.061 0.065 0.056 0.090 0.096 0.098 0.102 0.069 0.104 -0.095 -0.120 -0.133 -0.295 0.677 -0.306 -0.136 -0.140 -0.337 -0.150 -0.140 -0.312 -0.126 -0.118 0.075 0.075 0.054 0.066 0.077 0.075 0.088 0.077 0.056 0.080 0.073 0.075 0.078 0.074 0.078 0.076 0.075 0.073 -0.289 0.666 -0.306 -0.133 -0.150 -0.334 -0.134 -0.146 -0.312 -0.132 -0.112 0.076 0.074 0.057 0.064 0.069 0.075 0.092 0.076 0.056 0.060 0.075 0.067 0.078 0.073 0.073 0.078 0.079 0.072